# 1
{"formula": "C37H28N6O4RuS2", "method": "the ωB97M-V functional and the def2-TZVPD basis", "max_force_ev_per_a": 0.49, "de_lowest_kj_mol": 236.6, "gap_ha": [0.1705, 0.2291], "multiplicity": 2, "e_homo_ev": [-2.39, -3.99], "mol_weight_da": 785.87, "charge": -1, "symbols": ["Ru", "O", "C", "C", "C", "C", "C", "C", "C", "O", "N", "N", "C", "C", "C", "C", "C", "C", "C", "O", "H", "H", "H", "H", "H", "H", "H", "H", "H", "H", "N", "C", "S", "N", "N", "C", "C", "C", "C", "C", "C", "C", "C", "C", "C", "C", "C", "N", "H", "H", "H", "H", "H", "H", "H", "H", "H", "H", "H", "C", "C", "O", "S", "C", "C", "C", "C", "C", "C", "C", "C", "H", "H", "H", "H", "H", "H", "H"], "positions_angstrom": [[-1.6745, 1.1293, -1.0336], [-0.9631, -3.3554, -1.6749], [-0.1240, -3.2164, -2.7121], [0.5403, -4.3689, -3.1390], [1.4003, -4.3299, -4.2192], [1.6222, -3.1423, -4.9107], [0.9755, -1.9956, -4.4902], [0.1176, -2.0151, -3.3937], [-0.5505, -0.7743, -2.9713], [-0.0607, -0.1725, -1.7763], [-1.4711, -0.2050, -3.6150], [-2.0587, 0.9038, -3.0063], [-2.9178, 1.5427, -3.7182], [-3.6906, 2.6374, -3.2220], [-4.4450, 3.3453, -4.1884], [-5.2160, 4.4300, -3.8802], [-5.2618, 4.8541, -2.5345], [-4.5697, 4.1920, -1.5638], [-3.7610, 3.0406, -1.8384], [-3.2071, 2.4683, -0.8398], [-1.4644, -2.5395, -1.4097], [0.3477, -5.2899, -2.6038], [1.9004, -5.2386, -4.5315], [2.2887, -3.1141, -5.7623], [1.1259, -1.0550, -5.0061], [-3.0591, 1.2259, -4.7507], [-4.3927, 2.9986, -5.2163], [-5.7757, 4.9499, -4.6462], [-5.8548, 5.7213, -2.2648], [-4.6023, 4.5125, -0.5302], [-2.1109, -2.0134, 2.0353], [-1.8952, -0.9064, 1.2184], [-2.7018, -0.9342, -0.3543], [-1.1584, 0.0392, 1.6949], [-1.0084, 1.1292, 0.8690], [-0.0649, 2.0440, 1.1631], [0.7207, 1.9919, 2.4152], [2.1142, 2.0914, 2.3800], [2.8740, 1.9809, 3.5366], [2.2556, 1.7586, 4.7588], [0.8694, 1.6613, 4.8105], [0.1108, 1.7796, 3.6558], [0.1854, 3.0003, 0.1459], [0.9383, 4.1921, 0.3242], [1.0688, 5.0908, -0.6958], [0.4388, 4.8441, -1.9333], [-0.2966, 3.6888, -2.0524], [-0.4156, 2.7743, -1.0845], [-2.3002, -2.8591, 1.5215], [-1.4036, -2.1190, 2.7479], [2.6042, 2.2261, 1.4231], [3.9540, 2.0480, 3.4781], [2.8460, 1.6584, 5.6618], [0.3750, 1.4904, 5.7598], [-0.9650, 1.6874, 3.6985], [1.3770, 4.3912, 1.2923], [1.6325, 6.0035, -0.5417], [0.5039, 5.5375, -2.7600], [-0.8220, 3.4574, -2.9727], [1.6314, -5.3329, 4.6702], [2.8684, -4.8270, 5.3690], [3.0323, -4.8867, 6.5552], [4.2197, -4.2034, 4.3461], [3.3750, -3.3663, 3.0267], [2.5756, -2.2574, 3.2944], [1.9076, -1.6140, 2.2677], [2.0676, -2.0506, 0.9480], [2.8906, -3.1433, 0.6805], [3.5327, -3.8038, 1.7167], [1.3668, -1.3753, -0.1062], [0.7271, -0.8309, -0.9556], [0.9920, -5.8144, 5.4064], [1.9130, -6.0337, 3.8843], [1.0910, -4.5150, 4.1961], [2.4712, -1.8966, 4.3111], [1.2523, -0.7758, 2.4717], [3.0092, -3.4787, -0.3419], [4.1524, -4.6678, 1.5124]]}

***

# 2
{"formula": "C37H29Br2PZr", "method": "the ωB97M-V functional and the def2-TZVPD basis", "max_force_ev_per_a": 0.58, "de_lowest_kj_mol": 0.0, "gap_ha": 0.2528, "multiplicity": 1, "e_homo_ev": -13.42, "mol_weight_da": 755.65, "charge": 2, "symbols": ["Zr", "Br", "C", "Br", "H", "H", "C", "C", "C", "C", "C", "C", "P", "C", "C", "C", "C", "C", "C", "C", "C", "C", "C", "C", "C", "C", "C", "C", "C", "H", "H", "H", "H", "H", "H", "H", "H", "H", "H", "H", "H", "H", "H", "H", "H", "C", "C", "C", "C", "C", "C", "C", "C", "C", "C", "C", "C", "C", "C", "H", "H", "H", "H", "H", "H", "H", "H", "H", "H", "H"], "positions_angstrom": [[-0.4466, -1.5250, -0.4116], [-1.9247, -4.0268, -1.0220], [-3.1122, -3.7124, 0.4790], [-2.8041, -1.9166, 1.1669], [-2.8781, -4.4185, 1.2639], [-4.1346, -3.7803, 0.1327], [2.6522, 3.8958, 0.9238], [3.1521, 2.6411, 0.5904], [2.3977, 1.5089, 0.8437], [1.1368, 1.6353, 1.4343], [0.6377, 2.8882, 1.7722], [1.4038, 4.0190, 1.5152], [0.2043, 0.1071, 1.6788], [-1.2947, 0.5165, 2.6037], [-2.2807, 1.2152, 1.8912], [-3.4882, 1.5274, 2.4978], [-3.7234, 1.1307, 3.8095], [-2.7540, 0.4275, 4.5105], [-1.5383, 0.1177, 3.9138], [1.2980, -0.9588, 2.6443], [1.8231, -0.6399, 3.8712], [2.7536, -1.5052, 4.4809], [3.1687, -2.6406, 3.8398], [2.6748, -2.9724, 2.5566], [3.1247, -4.1112, 1.8332], [2.6556, -4.3886, 0.5795], [1.6912, -3.5410, -0.0070], [1.2167, -2.4248, 0.6535], [1.7191, -2.1242, 1.9553], [3.2448, 4.7804, 0.7296], [4.1310, 2.5509, 0.1384], [2.7769, 0.5253, 0.5897], [-0.3327, 2.9829, 2.2416], [1.0262, 4.9961, 1.7872], [-2.0831, 1.5267, 0.8694], [-4.2418, 2.0810, 1.9524], [-4.6645, 1.3734, 4.2849], [-2.9387, 0.1196, 5.5316], [-0.7902, -0.4380, 4.4633], [1.5404, 0.2821, 4.3660], [3.1523, -1.2532, 5.4546], [3.8989, -3.2907, 4.3074], [3.8638, -4.7586, 2.2898], [3.0169, -5.2501, 0.0339], [1.3412, -3.7917, -1.0104], [-0.1051, 4.2431, -4.9513], [-0.3553, 2.9038, -5.2348], [-0.2637, 1.9512, -4.2376], [0.0847, 2.3241, -2.9336], [0.3514, 3.6741, -2.6679], [0.2512, 4.6273, -3.6651], [0.1995, 1.4056, -1.8104], [-0.1277, 0.0998, -1.7157], [-0.7770, -0.7674, -2.7320], [-2.1741, -0.7537, -2.8720], [-2.7993, -1.6699, -3.7045], [-2.0564, -2.6476, -4.3601], [-0.6842, -2.7249, -4.1686], [-0.0447, -1.7976, -3.3464], [-0.1792, 4.9843, -5.7361], [-0.6173, 2.6048, -6.2411], [-0.4464, 0.9145, -4.4856], [0.6403, 3.9689, -1.6642], [0.4562, 5.6666, -3.4452], [0.6106, 1.8766, -0.9240], [-2.7403, 0.0173, -2.3634], [-3.8717, -1.6229, -3.8493], [-2.5515, -3.3536, -5.0142], [-0.1075, -3.4899, -4.6734], [1.0352, -1.8147, -3.2343]]}

***

# 3
{"formula": "C37H29Cl5FN6O3Tc", "method": "the ωB97M-V functional and the def2-TZVPD basis", "max_force_ev_per_a": 0.40, "de_lowest_kj_mol": 0.0, "gap_ha": [0.2884, 0.2377], "multiplicity": 4, "e_homo_ev": [-15.19, -14.31], "mol_weight_da": 899.94, "charge": 3, "symbols": ["Tc", "C", "C", "C", "C", "N", "C", "C", "C", "C", "C", "C", "N", "C", "C", "C", "C", "C", "N", "H", "H", "H", "H", "H", "H", "H", "H", "H", "H", "H", "C", "C", "N", "C", "C", "C", "O", "O", "C", "O", "C", "C", "C", "F", "C", "C", "C", "N", "C", "C", "N", "C", "C", "H", "H", "H", "H", "H", "H", "H", "H", "H", "H", "H", "H", "H", "H", "H", "H", "H", "H", "Cl", "C", "C", "C", "Cl", "C", "Cl", "C", "Cl", "C", "Cl"], "positions_angstrom": [[-0.1740, -0.1017, -0.0857], [-2.9365, 3.3578, 0.0187], [-2.8959, 3.6981, 1.3575], [-2.1611, 2.9094, 2.2353], [-1.4826, 1.8144, 1.7482], [-1.5010, 1.4974, 0.4274], [-2.2246, 2.2507, -0.4049], [-0.7041, 0.8746, 2.6122], [-0.5390, 0.9698, 3.9793], [0.1916, -0.0173, 4.6298], [0.7350, -1.0790, 3.9174], [0.5463, -1.1221, 2.5517], [-0.1541, -0.1511, 1.9406], [1.0669, -2.1752, 1.6270], [1.7318, -3.3002, 2.0621], [2.2089, -4.2094, 1.1293], [1.9975, -3.9686, -0.2175], [1.3026, -2.8318, -0.5846], [0.8488, -1.9453, 0.3091], [-3.5083, 3.9365, -0.6936], [-3.4346, 4.5627, 1.7237], [-2.1280, 3.1516, 3.2891], [-2.2101, 1.9547, -1.4461], [-0.9685, 1.7902, 4.5374], [0.3299, 0.0362, 5.7027], [1.3003, -1.8472, 4.4259], [1.8892, -3.4696, 3.1183], [2.7365, -5.0970, 1.4549], [2.3462, -4.6569, -0.9748], [1.0842, -2.6134, -1.6219], [4.5215, -0.5532, -6.5507], [4.0468, 0.8005, -6.0547], [2.9711, 0.6817, -5.0340], [3.2878, 0.8219, -3.7540], [2.4094, 0.6859, -2.6971], [3.0216, 1.0538, -1.3904], [4.1654, 1.3388, -1.2368], [2.0994, 1.1135, -0.3703], [1.0626, 0.3281, -2.9725], [0.1724, 0.0780, -2.1109], [0.6996, 0.2401, -4.3785], [-0.6291, -0.0171, -4.7492], [-0.9757, -0.0825, -6.0608], [-2.2504, -0.3794, -6.3843], [-0.0481, 0.1079, -7.1066], [1.2675, 0.3376, -6.7375], [1.6496, 0.4070, -5.3922], [-0.4197, 0.0953, -8.4513], [0.3653, -0.5848, -9.4685], [-0.3605, -1.8242, -9.9771], [-1.7238, -1.4235, -10.4945], [-2.5384, -0.6980, -9.4427], [-1.7325, 0.4891, -8.9440], [5.3112, -0.4140, -7.2890], [3.7145, -1.1220, -7.0156], [4.9287, -1.1452, -5.7303], [3.6808, 1.4305, -6.8617], [4.8553, 1.3489, -5.5795], [4.3184, 1.0744, -3.5361], [-1.3801, -0.1900, -3.9899], [1.9934, 0.5174, -7.5172], [1.3327, -0.8946, -9.0834], [0.5506, 0.0989, -10.3044], [-0.5343, -2.5364, -9.1730], [0.1748, -2.3149, -10.7874], [-2.2288, -2.2479, -10.8235], [-1.6108, -0.8158, -11.3098], [-2.7369, -1.4138, -8.6486], [-3.4757, -0.3934, -9.9033], [-2.2998, 1.0189, -8.1879], [-1.5814, 1.1899, -9.7735], [0.9051, 3.7361, -0.2464], [1.8299, 3.0148, 1.0199], [2.4319, 1.7866, 0.8042], [3.2097, 1.1908, 1.7809], [3.9265, -0.3419, 1.4878], [3.3693, 1.8249, 3.0127], [4.2917, 1.0722, 4.2397], [2.7499, 3.0518, 3.2482], [2.9216, 3.8189, 4.7632], [1.9777, 3.6501, 2.2495], [1.1972, 5.1429, 2.5387]]}